1.
117
Properties=species:S:1:pos:R:3:lowdin_spin:R:1 method="wB97M-V/def2-TZVPD" s2=0.761 total_charge=+2 relative_energy_ev=5.868 e_tot_ha=-4448.13054 multiplicity=2
Ir 0.08470 -0.36918 -0.13351 0.01
C 2.28400 -0.58593 -4.68338 0.00
C 2.51529 0.73584 -4.33192 0.00
C 1.64128 1.40449 -3.48227 0.00
C 0.53529 0.74561 -2.96388 0.00
C 0.29271 -0.57840 -3.34650 0.00
C 1.16046 -1.24313 -4.19676 0.00
P -0.67113 1.48758 -1.80299 0.00
C -2.03015 1.85065 -2.97238 0.00
C -3.18519 2.46474 -2.47894 0.00
C -4.22015 2.81742 -3.32815 0.00
C -4.11455 2.55738 -4.68876 0.00
C -2.96738 1.96183 -5.18927 0.00
C -1.92674 1.60686 -4.34071 0.00
C -0.07771 3.09426 -1.21391 0.00
C -0.26435 4.23839 -1.98648 0.00
C 0.17319 5.46830 -1.52103 0.00
C 0.77207 5.55761 -0.27455 0.00
C 0.93931 4.42216 0.50693 0.00
C 0.50901 3.17585 0.06238 0.00
Si 0.75857 1.57054 1.00520 0.00
C -0.81567 1.79389 2.17442 0.00
C -0.78554 2.79154 3.16076 0.00
C -1.79072 2.92632 4.09837 0.00
C -2.88966 2.06548 4.08626 0.00
C -2.97448 1.09345 3.11326 0.00
C -1.94591 0.97220 2.16738 0.00
P -1.90841 -0.18615 0.81343 0.02
C -2.87051 -1.81622 1.00088 0.08
C -2.36460 -2.78310 0.17114 0.04
C -3.14785 -3.78245 -0.54036 0.00
C -4.25498 -3.39374 -1.17102 0.01
C -4.73826 -1.97532 -0.97025 0.01
C -4.25067 -1.72217 1.42215 0.56
C -3.44062 0.13663 -0.17104 0.03
C -3.60186 -1.01092 -1.01771 0.09
C -5.38647 -1.84055 0.42955 0.07
C -6.31573 -0.64359 0.38051 0.01
C -5.86888 0.61076 0.24014 0.00
C -4.45065 0.89856 0.31969 0.00
C 1.88571 0.99746 2.40196 0.00
C 2.59631 1.83790 3.25933 0.00
C 3.28659 1.32826 4.34650 0.00
C 3.27542 -0.03650 4.61298 0.00
C 2.59196 -0.89190 3.76905 0.00
C 1.92023 -0.38266 2.65425 0.00
P 1.05696 -1.54393 1.56430 0.00
C 2.25649 -2.72879 0.89241 0.00
C 3.60720 -2.68948 1.21637 0.00
C 4.48621 -3.60254 0.64537 0.00
C 4.02464 -4.54738 -0.25659 0.00
C 2.67789 -4.57715 -0.60116 0.00
C 1.80197 -3.67024 -0.03166 0.00
C 0.01263 -2.52918 2.68376 0.00
C -0.83575 -1.85769 3.56606 0.00
C -1.65114 -2.56116 4.43668 0.00
C -1.62328 -3.95041 4.44488 0.00
C -0.75767 -4.62523 3.59791 0.00
C 0.06312 -3.92131 2.72454 0.00
H 2.96966 -1.09950 -5.34422 0.00
H 3.37788 1.25922 -4.72465 0.00
H 1.83594 2.43577 -3.20878 0.00
H -0.61517 -1.08661 -3.02045 0.00
H 0.95882 -2.26642 -4.48590 0.00
H -3.25425 2.71393 -1.42771 0.00
H -5.10016 3.30935 -2.93477 0.00
H -4.91849 2.83263 -5.35822 0.00
H -2.87190 1.77729 -6.25094 0.00
H -1.04048 1.15185 -4.75856 0.00
H -0.73735 4.17141 -2.95882 0.00
H 0.04860 6.35158 -2.13237 0.00
H 1.11406 6.51620 0.09270 0.00
H 1.42691 4.52337 1.46955 0.00
H 0.05753 3.47217 3.21088 0.00
H -1.72326 3.69743 4.85490 0.00
H -3.66826 2.16363 4.83056 0.00
H -3.82946 0.43075 3.10433 0.00
H -1.28888 -2.78069 0.00167 0.00
H -2.75507 -4.78326 -0.67062 0.00
H -4.83938 -4.06590 -1.78507 0.00
H -5.46255 -1.72533 -1.75745 0.00
H -4.47777 -1.37877 2.42094 0.02
H -2.83936 -1.17447 -1.77775 0.01
H -5.97905 -2.73594 0.63687 0.02
H -7.38181 -0.83500 0.40190 0.00
H -6.56927 1.43648 0.23214 0.00
H -4.16140 1.78311 0.88238 0.00
H 2.62777 2.90406 3.07260 0.00
H 3.83331 1.99834 4.99692 0.00
H 3.80098 -0.42951 5.47275 0.00
H 2.58011 -1.95634 3.97574 0.00
H 3.98651 -1.94636 1.90487 0.00
H 5.53502 -3.56993 0.90950 0.00
H 4.71057 -5.25980 -0.69519 0.00
H 2.31544 -5.30762 -1.31242 0.00
H 0.75458 -3.69604 -0.31647 0.00
H -0.81987 -0.77717 3.61744 0.00
H -2.28843 -2.02439 5.12820 0.00
H -2.25202 -4.50320 5.13016 0.00
H -0.70525 -5.70558 3.62379 0.00
H 0.74165 -4.46869 2.08580 0.00
O 2.04032 -0.68058 -0.89463 0.00
C 2.85471 0.27983 -0.82598 0.00
N 2.50993 1.43633 -0.30444 0.00
S 3.72623 2.57355 -0.48448 0.00
O 3.36224 3.50606 -1.50822 0.00
O 4.09342 3.06058 0.80980 0.00
C 4.88823 1.41004 -1.13678 0.00
C 6.20264 1.61022 -1.50094 0.00
C 6.88063 0.51434 -2.02620 0.00
C 6.25222 -0.71944 -2.18250 0.00
C 4.92240 -0.89669 -1.82251 0.00
C 4.25145 0.19226 -1.29633 0.00
H 6.68775 2.56940 -1.38326 0.00
H 7.91605 0.62300 -2.31972 0.00
H 6.81347 -1.54884 -2.59147 0.00
H 4.41933 -1.84763 -1.94220 0.00

=====

2.
15
Properties=species:S:1:pos:R:3:nbo_charge:R:1 method="wB97M-V/def2-TZVPD" total_charge=0 relative_energy_ev=3.748 e_tot_ha=-304.69776 multiplicity=1
C -1.29086 -1.24252 0.32851 -0.42
N -0.08818 -0.44125 0.17257 -0.28
C 1.16643 -0.88102 0.30578 -0.01
C 2.00793 0.20899 -0.05249 -0.52
C 1.17709 1.44714 -0.30740 -0.33
C -0.09577 0.89398 -0.19996 0.17
N -1.35646 1.48826 -0.44589 -0.84
H -1.99753 -0.95745 -0.45351 0.24
H -1.04210 -2.30183 0.24839 0.21
H -1.74848 -1.05204 1.30352 0.21
H 1.38181 -1.89207 0.62486 0.21
H 3.07495 0.23125 0.14782 0.25
H 1.85450 0.43514 -1.19007 0.36
H -1.86097 1.68354 0.41531 0.36
H -1.18235 2.37988 -0.89744 0.39

=====

3.
23
Properties=species:S:1:pos:R:3:nbo_charge:R:1 method="wB97M-V/def2-TZVPD" smiles=Cc1ccccc1.CC total_charge=0 relative_energy_ev=2.467 e_tot_ha=-351.23953 multiplicity=1
C -2.36697 1.13730 -2.85237 -0.63
C -3.67565 0.66191 -3.29646 -0.62
H -2.09655 1.05021 -1.74521 0.23
H -1.55328 0.89037 -3.68292 0.21
H -2.32861 2.35404 -2.73239 0.19
H -4.19216 1.25486 -3.98784 0.21
H -4.32630 0.53173 -2.39910 0.20
H -3.52483 -0.39540 -3.64123 0.20
C 3.38959 -0.42506 1.65562 -0.65
C 0.21148 -0.05101 -0.34049 -0.19
C 1.57565 -0.08996 -0.02882 -0.23
C -0.75511 -0.33475 0.69507 -0.22
C 1.93654 -0.33060 1.26300 0.00
C -0.32824 -0.53683 2.00431 -0.20
C 1.01083 -0.45272 2.27630 -0.21
H -0.08024 0.25288 -1.37007 0.22
H 2.26739 -0.02472 -0.71597 0.20
H -1.75068 -0.29796 0.45188 0.20
H -0.91661 -0.86038 2.72884 0.20
H 3.83213 -1.06717 0.80994 0.23
H 3.52266 -1.14538 2.56188 0.21
H 1.37528 -0.41152 3.30442 0.20
H 3.78316 0.39868 2.16082 0.23

=====

4.
105
Properties=species:S:1:pos:R:3:mulliken_charge:R:1 method="wB97M-V/def2-TZVPD" total_charge=0 e_tot_ha=-109702.97451 multiplicity=1
C -4.37892 -2.93619 0.22567 0.01
C -3.22945 -3.66935 -0.48931 -0.32
P -1.60541 -2.81205 -0.23440 0.35
C -0.54213 -3.70396 0.97163 -0.87
C 0.34415 -2.69673 1.74352 -0.30
C -0.75767 -2.60746 -1.89019 0.16
C 0.53328 -3.42879 -2.16241 -0.59
C 1.57201 -2.36144 -2.39674 -0.06
O 2.47535 -2.32470 -3.17412 -0.67
O 1.18160 -1.33430 -1.56188 0.03
C -0.21131 -1.14432 -1.91306 -0.28
C -0.26016 -0.44129 -3.25364 0.31
C -1.22342 -0.70593 -4.20945 -1.05
C -1.30650 -0.00453 -5.41088 -0.18
N -0.46311 0.97476 -5.70832 -0.48
C 0.50333 1.19054 -4.81443 -0.60
C 0.67061 0.54484 -3.60540 -0.10
H -4.71529 -3.48510 1.10595 0.30
H -4.01739 -1.97089 0.58779 0.12
H -5.21512 -2.71654 -0.44073 -0.51
H -3.15098 -4.71542 -0.18910 0.57
H -3.42466 -3.61858 -1.56195 -0.13
H 0.13798 -4.40777 0.48091 0.51
H -1.13775 -4.29099 1.67223 0.42
H 1.31323 -2.63873 1.24628 -0.09
H -0.08337 -1.69250 1.72009 -0.09
H 0.46865 -2.97762 2.78910 0.44
H -1.44014 -2.87612 -2.69299 0.52
H 0.42143 -4.01978 -3.07497 0.34
H 0.82533 -4.15405 -1.40383 0.05
H -0.67886 -0.53520 -1.14201 0.79
H -1.97237 -1.46724 -4.02234 0.29
H -2.11618 -0.22725 -6.09611 0.30
H 1.22159 1.96548 -5.06645 0.39
H 1.48206 0.79594 -2.93718 0.38
C -2.14725 0.38414 3.57161 -0.34
Br -0.35704 0.38077 4.27579 -0.04
Br -2.19724 1.04562 1.76694 -0.04
Br -2.96161 -1.34795 3.73145 -0.04
H -2.72442 1.06833 4.17847 0.43
C 5.22870 -2.78175 0.09298 -0.29
Br 6.72585 -1.65223 -0.33513 -0.06
Br 4.52126 -2.40228 1.84348 -0.08
Br 3.85481 -2.63885 -1.27498 0.15
H 5.59365 -3.79999 0.11201 0.34
C -6.83209 -3.39104 -3.51613 -0.36
Br -5.00151 -2.93233 -3.90380 0.06
Br -7.12765 -5.28742 -3.61167 0.00
Br -7.42628 -2.66158 -1.83668 -0.05
H -7.43303 -2.93313 -4.28822 0.33
C -2.93901 -2.79623 7.68450 -0.35
Br -1.22827 -2.45578 6.87176 0.01
Br -4.22285 -1.41835 7.27671 -0.03
Br -3.60731 -4.54156 7.22801 -0.02
H -2.78981 -2.78017 8.75406 0.36
C 5.53657 -6.57577 -2.69408 -0.36
Br 4.89185 -5.44183 -4.10189 0.03
Br 7.01628 -5.76712 -1.76207 -0.02
Br 4.12394 -7.06594 -1.47887 -0.02
H 5.90068 -7.48643 -3.14680 0.34
C 1.48862 -2.93556 -7.26972 -0.36
Br 0.59600 -1.94462 -5.87266 0.23
Br 1.05396 -2.23929 -9.00614 -0.07
Br 3.39892 -3.02326 -6.99539 -0.07
H 1.11208 -3.94757 -7.22770 0.35
C -2.96191 -2.59980 -10.25318 -0.26
Br -1.90596 -1.96771 -11.73351 -0.04
Br -3.06335 -4.52185 -10.21606 -0.04
Br -2.32578 -1.88965 -8.58696 0.18
H -3.96761 -2.22929 -10.39591 0.24
C -0.52416 4.25771 5.81291 -0.27
Br -1.29846 5.48333 4.55564 0.06
Br 0.56478 5.17116 7.11008 0.03
Br -1.85965 3.15569 6.65083 -0.03
H 0.12777 3.59722 5.25746 0.23
C 3.20094 3.92009 9.95576 0.21
Br 5.06871 4.08592 9.51726 0.05
Br 2.72949 2.10474 10.37353 0.01
Br 2.68882 5.13050 11.36164 0.00
H 2.64489 4.19694 9.07216 -0.23
C 3.48360 1.38676 0.73213 0.18
Br 2.91660 2.46377 -0.75998 -0.04
Br 4.95935 2.18795 1.66899 -0.05
Br 2.01698 0.99708 1.91569 0.09
H 3.83163 0.44261 0.33230 -0.22
C 8.27386 4.52887 7.44408 0.51
Br 8.60193 6.34680 6.90901 0.00
Br 7.93204 3.39213 5.93118 0.02
Br 9.69663 3.84291 8.54222 -0.01
H 7.37824 4.53087 8.04754 -0.57
C -5.36017 1.32206 -8.73469 -0.35
Br -3.55742 1.32668 -8.07518 0.05
Br -5.45684 1.98627 -10.53668 -0.01
Br -6.16034 -0.42735 -8.58269 -0.06
H -5.93644 1.99203 -8.11357 0.37
C -1.95077 9.46469 6.76231 -0.31
Br -0.14175 9.41169 7.41448 -0.02
Br -2.02418 10.06588 4.93325 0.00
Br -2.84182 7.77709 6.99447 -0.02
H -2.48477 10.19118 7.35693 0.33
C 0.82375 9.88610 2.01591 -0.28
Br 2.62240 9.82664 2.69324 0.00
Br 0.76600 10.50222 0.19400 -0.02
Br -0.06461 8.19348 2.22339 0.07
H 0.28228 10.60547 2.61391 0.24